{
  "formula": "C46H48AsCdGeN4O2",
  "method": "wB97M-V/def2-TZVPD",
  "charge": 0,
  "orbital_gap_ev": [6.1, 5.9],
  "mol_weight_g_mol": 948.9,
  "e_homo_ev": [-6.6, -6.6],
  "spin_multiplicity": 2,
  "e_above_lowest_kj_mol": 0.00,
  "lumo_ev": [-0.4879, -0.6590],
  "symbols": ["Cd", "C", "C", "C", "C", "C", "C", "N", "C", "C", "C", "C", "C", "C", "N", "N", "C", "C", "C", "C", "C", "N", "H", "H", "H", "H", "H", "H", "H", "H", "H", "H", "H", "H", "H", "C", "C", "O", "H", "H", "H", "H", "H", "H", "C", "As", "C", "C", "O", "H", "H", "H", "H", "H", "H", "H", "H", "H", "C", "C", "C", "C", "C", "C", "Ge", "C", "C", "C", "C", "C", "C", "C", "C", "C", "C", "C", "C", "H", "H", "H", "H", "H", "H", "H", "H", "H", "H", "H", "H", "H", "H", "H", "C", "C", "C", "C", "C", "C", "H", "H", "H", "H", "H"],
  "coordinates": [[0.8482, -0.1581, 1.7483], [-2.1778, -2.2999, 5.9874], [-2.2855, -2.2890, 4.6034], [-1.6262, -1.3302, 3.8513], [-0.8318, -0.3568, 4.4649], [-0.7143, -0.3887, 5.8593], [-1.3853, -1.3430, 6.6062], [-0.1069, 0.5294, 3.6656], [0.0020, 1.8274, 3.9634], [-0.8477, 2.5306, 4.8749], [-0.7301, 3.8788, 5.0608], [0.2393, 4.6510, 4.3818], [1.0821, 4.0205, 3.5113], [0.9847, 2.6332, 3.2941], [1.8062, 1.9542, 2.4260], [2.7682, 2.5506, 1.8885], [3.5305, 1.7105, 1.0312], [4.7735, 2.1819, 0.6288], [5.5540, 1.3675, -0.1712], [5.0653, 0.1287, -0.5565], [3.8031, -0.2426, -0.1221], [3.0551, 0.5301, 0.6582], [-2.6902, -3.0512, 6.5736], [-2.8855, -3.0424, 4.1067], [-1.7004, -1.3165, 2.7687], [-0.0713, 0.3289, 6.3535], [-1.2726, -1.3485, 7.6835], [-1.6225, 1.9826, 5.3917], [-1.4167, 4.3707, 5.7401], [0.3013, 5.7177, 4.5453], [1.8377, 4.5662, 2.9619], [5.0974, 3.1580, 0.9618], [6.5313, 1.6977, -0.4994], [5.6340, -0.5322, -1.1948], [3.3652, -1.1957, -0.3995], [-1.7879, 3.2414, 1.1821], [-0.5907, 2.8052, 0.3639], [-0.3869, 1.3942, 0.4366], [-1.9240, 4.3218, 1.1044], [-1.6526, 2.9855, 2.2333], [-2.6958, 2.7564, 0.8141], [0.3223, 3.2659, 0.7423], [-0.7071, 3.0979, -0.6839], [-1.2037, 0.8984, 0.2135], [-2.9813, -2.8544, -1.6359], [-3.3800, -1.6126, -0.2216], [-3.7520, -2.6812, 1.3289], [-5.0110, -0.7204, -0.7214], [-2.1696, -0.5250, 0.0430], [-3.9009, -3.3069, -2.0052], [-2.3185, -3.6292, -1.2539], [-2.4758, -2.3229, -2.4413], [-4.5471, -3.3942, 1.1130], [-4.0374, -2.0362, 2.1576], [-2.8357, -3.2139, 1.5848], [-5.8247, -1.4364, -0.8270], [-4.8427, -0.2110, -1.6698], [-5.2576, 0.0130, 0.0441], [-1.0102, -3.8050, -4.7094], [-0.0465, -3.8910, -3.7137], [0.3950, -2.7417, -3.0720], [-0.1155, -1.4895, -3.4184], [-1.0823, -1.4169, -4.4234], [-1.5252, -2.5658, -5.0665], [0.4559, 0.1162, -2.4561], [-0.7482, 1.5767, -2.9706], [-0.3285, 2.6232, -3.7918], [-1.1881, 3.6661, -4.1159], [-2.4844, 3.6810, -3.6225], [-2.9190, 2.6426, -2.8089], [-2.0585, 1.6031, -2.4885], [2.2631, 0.6247, -2.9959], [3.0567, -0.2066, -3.7852], [4.3203, 0.1998, -4.1954], [4.8052, 1.4454, -3.8231], [4.0306, 2.2776, -3.0251], [2.7753, 1.8646, -2.6065], [-1.3579, -4.7008, -5.2085], [0.3585, -4.8543, -3.4283], [1.1287, -2.8276, -2.2784], [-1.4950, -0.4553, -4.7076], [-2.2716, -2.4919, -5.8479], [0.6798, 2.6325, -4.1885], [-0.8408, 4.4685, -4.7548], [-3.1508, 4.4979, -3.8680], [-3.9275, 2.6515, -2.4121], [-2.3895, 0.8197, -1.8155], [2.6814, -1.1747, -4.0980], [4.9213, -0.4531, -4.8164], [5.7856, 1.7666, -4.1526], [4.4084, 3.2463, -2.7217], [2.1835, 2.5182, -1.9727], [1.4972, -4.9666, 0.5564], [0.3831, -4.2926, 0.0780], [0.1989, -2.9466, 0.3766], [1.1011, -2.2216, 1.1613], [2.2190, -2.9310, 1.6206], [2.4209, -4.2754, 1.3279], [1.6469, -6.0153, 0.3305], [-0.3368, -4.8160, -0.5442], [-0.6576, -2.4249, -0.0343], [2.9652, -2.4280, 2.2297], [3.2982, -4.7866, 1.7073]],
  "forces_ev_per_a": [[0.015, -0.146, -0.091], [-0.005, -0.005, -0.008], [-0.001, 0.001, 0.008], [0.014, 0.036, -0.017], [-0.020, -0.025, 0.022], [0.000, 0.001, 0.008], [0.005, 0.002, 0.012], [-0.038, 0.141, 0.021], [0.045, -0.059, -0.041], [0.015, 0.022, 0.031], [-0.011, -0.039, 0.002], [0.011, -0.018, -0.019], [-0.020, 0.042, 0.035], [-0.006, -0.102, -0.027], [0.123, 0.152, 0.130], [-0.043, 0.004, 0.015], [-0.017, 0.039, 0.017], [0.023, 0.025, -0.004], [0.007, 0.018, 0.006], [-0.029, -0.063, -0.001], [0.016, -0.025, -0.005], [-0.019, -0.013, -0.014], [-0.003, -0.002, -0.002], [-0.003, -0.004, 0.005], [-0.008, -0.012, -0.006], [0.002, 0.010, -0.011], [-0.003, -0.001, 0.002], [0.000, -0.007, 0.001], [0.002, 0.009, -0.001], [0.007, 0.004, -0.001], [0.001, 0.002, 0.001], [0.010, -0.002, -0.004], [0.004, 0.005, 0.005], [0.007, 0.004, -0.002], [0.003, -0.003, -0.001], [-0.007, 0.025, -0.036], [-0.014, 0.005, 0.070], [0.044, -0.006, -0.097], [-0.003, 0.003, -0.005], [-0.029, -0.005, -0.024], [-0.003, -0.001, 0.009], [-0.017, 0.005, -0.035], [-0.005, 0.003, 0.007], [0.016, -0.015, 0.034], [0.011, 0.021, 0.036], [-0.083, -0.087, -0.055], [0.021, 0.002, 0.000], [0.028, 0.006, -0.006], [0.009, 0.028, 0.029], [-0.015, -0.003, 0.014], [0.008, 0.016, -0.001], [-0.038, -0.006, 0.015], [-0.001, 0.008, -0.010], [-0.003, 0.011, -0.008], [-0.007, 0.003, 0.010], [0.000, -0.006, -0.006], [-0.013, 0.000, 0.006], [0.011, -0.004, 0.006], [-0.019, -0.002, -0.020], [0.020, 0.005, 0.022], [0.002, 0.006, -0.041], [0.023, -0.036, 0.049], [0.010, 0.005, -0.015], [0.013, 0.005, -0.006], [-0.022, 0.051, -0.061], [-0.012, 0.032, 0.021], [0.024, -0.001, -0.021], [-0.013, -0.004, 0.001], [0.015, -0.009, -0.008], [-0.020, 0.000, -0.012], [-0.018, -0.009, 0.038], [-0.010, 0.025, 0.008], [0.010, -0.024, 0.004], [-0.004, 0.004, 0.002], [0.006, 0.000, -0.006], [-0.009, 0.006, 0.000], [-0.012, 0.009, 0.009], [0.003, -0.003, 0.001], [0.000, -0.003, -0.006], [-0.006, 0.000, -0.004], [0.001, 0.010, 0.007], [-0.002, -0.007, -0.001], [0.011, -0.011, 0.013], [-0.004, 0.006, 0.001], [-0.004, 0.001, 0.000], [-0.001, 0.004, -0.001], [-0.003, -0.011, -0.023], [-0.003, 0.000, -0.001], [0.000, 0.000, -0.002], [0.001, 0.001, 0.003], [0.001, -0.003, -0.002], [0.001, 0.002, -0.012], [-0.007, -0.002, -0.006], [0.002, -0.003, 0.009], [0.001, 0.075, -0.003], [0.040, -0.107, 0.029], [0.015, 0.007, 0.010], [0.002, 0.000, 0.003], [-0.004, 0.000, -0.005], [0.000, -0.008, 0.001], [-0.023, -0.009, 0.000], [-0.004, -0.006, 0.001], [0.003, 0.004, 0.003]]
}